Entry 1:
{"formula": "C3H3LuO2", "method": "the ωB97M-V functional and the def2-TZVPD basis", "homo_lumo_gap_ev": [6.674, 8.548], "multiplicity": 2, "charge": 3, "lumo_ev": [-17.0, -17.0], "species": ["O", "O", "C", "C", "C", "H", "H", "H", "Lu"], "coordinates": [[-0.349, -1.387, -0.126], [-1.952, 3.019, 3.010], [0.400, -1.322, -1.127], [1.263, -0.218, -1.329], [-1.737, 1.982, 2.653], [0.381, -2.134, -1.869], [1.331, 0.564, -0.573], [1.887, -0.176, -2.221], [-1.224, -0.327, 1.582]], "atomic_forces_ev_per_a": [[-2.4, 1.6, 4.0], [0.3, -1.4, -0.4], [1.6, 0.1, -2.3], [0.2, -0.3, -0.2], [-0.2, 1.2, 0.1], [-0.1, 0.0, 0.3], [0.1, 0.0, -0.2], [0.0, 0.1, 0.1], [0.5, -1.4, -1.5]]}

***

Entry 2:
{"formula": "C3H4O3", "method": "the ωB97M-V functional and the def2-TZVPD basis", "homo_lumo_gap_ev": 11.044, "charge": 0, "lumo_ev": 0.4, "species": ["O", "C", "C", "O", "C", "O", "H", "H", "H", "H"], "coordinates": [[-1.192, -1.460, 0.297], [-0.419, -0.415, -0.203], [-0.006, 1.230, 0.197], [1.255, 0.902, -0.342], [1.042, -0.444, 0.075], [1.785, -1.103, 0.727], [-1.456, -2.018, -0.457], [-0.663, -0.212, -1.242], [0.103, 1.431, 1.266], [-0.470, 2.078, -0.321]], "atomic_forces_ev_per_a": [[-0.1, 0.6, 0.1], [0.2, 0.7, -0.2], [-0.9, -0.5, 0.2], [0.4, -0.6, 0.4], [0.9, 0.2, 0.1], [-0.4, 0.1, -0.8], [0.1, 0.5, 0.5], [0.4, -0.2, -0.2], [-0.4, -0.2, 0.0], [-0.2, -0.6, -0.1]]}

***

E / eV: -40836.8849; -9316.2109
Energy above the lowest of the compared OMol25 structures with the same formula, charge and spin / kJ/mol: 0.0; 240.2